The following is a DFT calculation (wB97M-V/def2-TZVPD) of an isolated molecule of C4H5NS.

The geometry in XYZ format:
```
11
Properties=species:S:1:pos:R:3:forces:R:3
S -2.4770 -0.2141 -0.0310 1.413 -0.185 -0.903
C -0.6445 -0.2912 0.2378 0.456 -0.193 -0.336
C 0.0949 0.9925 0.1633 -0.522 1.041 -0.910
C 1.3779 0.6868 -0.1437 0.325 4.657 1.409
N 1.6365 -0.6143 -0.1583 1.583 -2.935 -0.606
C 0.5663 -1.2864 -0.1299 -2.352 -0.688 0.423
H -2.3474 0.3230 -1.2740 -0.260 -0.231 0.433
H -0.5721 -0.6848 1.2422 -0.196 0.150 1.114
H -0.3680 2.0232 0.1336 0.612 -1.520 0.371
H 2.2178 1.4545 -0.1011 -1.138 -1.237 -0.573
H 0.5157 -2.3893 0.0610 0.079 1.140 -0.422
```
Positions in Å, forces in eV/Å.

Calculated values
* Kohn-Sham gap: 9.583 eV
* relative energy (zero: lowest compared OMol25 entry of this formula, charge and spin): 42.29 kcal/mol
* structure (SMILES): S[C@@H]1C=CN=C1
* total charge: 0
* DFT total energy: -16552.231 eV
* F_max: 4.88 eV Å⁻¹